1.
DFT (ωB97M-V with the def2-TZVPD basis set) results for 15 unconnected molecules or ions with the total composition C22H19Cl42F2N2O4PS3 at a distorted geometry.

Structure (XYZ):
```
95
Properties=species:S:1:pos:R:3:forces:R:3
O -2.783 -3.631 1.655 -0.516 1.817 -1.708
S -2.563 -3.319 0.246 0.067 -3.713 3.061
O -1.705 -4.341 -0.316 -1.103 1.972 -1.167
F -4.060 -3.337 -0.419 2.538 0.276 0.565
C -1.818 -1.654 0.163 0.163 1.976 -1.437
C -1.578 -1.003 1.486 0.501 1.570 -2.206
C -0.959 0.301 1.463 -1.563 -0.964 -0.718
C -0.564 1.035 0.193 -2.158 -1.698 1.774
N -0.006 2.286 0.367 -0.410 -1.173 -3.882
C 0.282 2.785 -0.858 0.662 0.017 -0.947
P 1.019 4.538 -0.884 -1.239 0.761 2.386
S 0.463 5.397 0.797 0.432 -0.155 -0.492
C 0.093 2.119 -2.176 -0.497 -0.925 1.481
N -0.455 0.888 -2.283 0.610 1.808 1.581
C -0.813 0.338 -1.070 -0.338 -0.390 -0.202
C -1.467 -1.021 -1.118 -0.054 1.163 3.118
S -1.766 -1.767 -2.734 0.970 -2.087 -3.136
O -2.737 -2.833 -2.728 0.273 1.921 0.971
O -0.509 -2.144 -3.356 -1.277 1.645 1.265
F -2.390 -0.596 -3.710 0.686 -1.236 2.046
H -1.839 -1.525 2.441 0.229 0.544 -1.236
H -0.755 0.796 2.449 -0.210 -0.371 -1.249
H 0.370 5.279 -1.915 1.028 -0.927 -0.094
H 2.436 4.523 -1.009 -0.466 -0.405 -0.621
H 0.412 2.646 -3.111 -0.333 -0.641 0.980
C 0.543 -6.411 -2.074 -0.020 0.161 -0.047
Cl 0.549 -4.726 -2.596 0.040 -0.246 0.033
Cl -0.008 -7.466 -3.380 0.011 0.029 0.093
Cl 2.152 -6.898 -1.518 -0.038 -0.021 0.048
H -0.148 -6.507 -1.242 0.074 0.031 -0.096
C 2.153 -1.943 1.202 0.344 -0.046 0.025
Cl 3.855 -1.854 0.751 -0.199 0.204 -0.177
Cl 1.977 -2.512 2.867 -0.077 0.320 -0.500
Cl 1.376 -0.362 0.995 2.343 -1.180 0.082
H 1.662 -2.654 0.543 0.004 0.117 0.043
C 4.313 1.162 -3.218 0.138 -0.118 0.122
Cl 6.014 1.257 -3.679 -0.151 0.002 -0.005
Cl 4.149 0.590 -1.554 -0.076 0.073 -0.201
Cl 3.527 2.738 -3.418 -0.022 0.008 -0.063
H 3.820 0.450 -3.873 0.025 0.112 0.072
C 6.477 -4.566 1.655 -0.135 0.166 0.122
Cl 4.960 -4.250 2.501 0.218 -0.355 -0.227
Cl 7.218 -3.052 1.120 -0.017 -0.078 -0.029
Cl 7.590 -5.470 2.691 -0.239 0.179 -0.165
H 6.262 -5.170 0.779 0.079 0.044 0.106
C -2.042 6.369 -4.086 -0.326 0.192 -0.064
Cl -2.889 7.189 -2.771 0.118 -0.076 -0.059
Cl -1.245 4.902 -3.494 -0.381 0.004 -0.401
Cl -3.155 5.979 -5.397 0.114 0.051 0.128
H -1.280 7.038 -4.471 -0.047 -0.143 0.066
C 10.768 -4.372 4.856 0.052 0.085 -0.008
Cl 10.523 -3.791 6.507 -0.035 -0.066 -0.083
Cl 10.597 -3.048 3.699 -0.036 -0.105 0.043
Cl 12.351 -5.141 4.695 -0.109 -0.016 -0.009
H 10.005 -5.113 4.639 0.078 0.098 0.020
C -6.639 -0.669 0.278 -0.116 0.060 0.091
Cl -4.935 -0.607 -0.187 -0.123 0.331 -0.014
Cl -6.809 -1.220 1.948 0.032 -0.026 -0.144
Cl -7.398 0.912 0.071 0.063 -0.180 -0.069
H -7.144 -1.379 -0.370 0.101 0.069 0.065
C 8.714 -8.957 1.577 0.038 0.026 -0.050
Cl 9.732 -10.364 1.256 -0.097 0.078 0.037
Cl 9.362 -8.014 2.925 0.216 -0.359 0.057
Cl 8.565 -7.953 0.129 -0.036 -0.055 0.063
H 7.724 -9.308 1.852 0.118 0.057 -0.025
C -8.712 4.731 0.752 0.112 0.054 -0.001
Cl -8.674 6.427 0.255 -0.044 -0.089 0.048
Cl -9.296 3.710 -0.570 -0.024 0.036 0.084
Cl -7.113 4.204 1.286 -0.132 0.062 0.015
H -9.400 4.635 1.586 0.079 -0.002 -0.102
C 0.341 6.917 4.657 0.003 -0.036 -0.092
Cl -0.938 6.270 3.623 0.000 0.083 0.249
Cl 1.891 6.160 4.279 -0.088 0.032 0.082
Cl 0.449 8.674 4.487 -0.017 -0.068 0.054
H 0.093 6.690 5.689 0.035 0.043 -0.125
C -9.396 0.775 4.799 0.061 0.081 -0.016
Cl -9.760 2.042 5.976 -0.013 -0.093 -0.048
Cl -9.516 1.403 3.151 -0.016 -0.073 0.053
Cl -7.789 0.099 5.090 -0.121 0.020 0.045
H -10.126 -0.019 4.915 0.089 0.098 -0.021
C -6.878 4.308 -6.394 0.082 -0.062 0.082
Cl -6.507 2.726 -7.089 -0.055 0.089 0.020
Cl -6.478 4.341 -4.674 -0.085 0.008 -0.094
Cl -6.015 5.586 -7.261 -0.108 -0.037 -0.011
H -7.944 4.485 -6.499 0.136 -0.008 -0.002
C 0.801 5.561 -7.287 -0.159 -0.151 -0.011
Cl 0.546 7.100 -6.452 0.088 0.005 -0.082
Cl 1.521 4.372 -6.192 0.032 0.055 -0.071
Cl -0.716 4.954 -7.957 0.189 0.051 0.023
H 1.492 5.730 -8.106 -0.063 0.004 0.125
C 3.734 -4.545 6.444 0.146 0.084 0.064
Cl 3.743 -3.415 7.803 -0.034 -0.096 -0.054
Cl 2.461 -4.118 5.289 0.109 -0.348 0.419
Cl 5.310 -4.575 5.648 -0.115 -0.080 0.413
H 3.526 -5.539 6.828 -0.004 0.125 -0.061
```
Forces are in eV/Å.

Properties
Molar mass (Da): 2029.60
HOMO energy (eV): -8.620
Energy (a.u.): -22323.64542
ΔE to the lowest compared entry with this formula, charge and spin (kcal per mole): 68.23
Kohn-Sham gap (Ha): 0.2271



2.
DFT (ωB97M-V with the def2-TZVPD basis set) results for a molecular structure, C21H19F4IrN3 at a distorted geometry.

Structure (XYZ):
```
48
Properties=species:S:1:pos:R:3:forces:R:3
Ir -0.922 -0.162 -0.112 -0.601 2.474 0.544
C 0.240 -2.810 -0.019 0.015 -0.421 0.099
N -1.007 -2.100 0.372 0.420 -0.139 -0.630
C -2.167 -2.629 -0.390 -0.039 -0.290 -0.061
C -1.276 -2.203 1.841 -0.102 -0.255 0.217
C -0.488 -1.159 2.578 0.113 -0.046 0.234
N -0.720 0.088 1.854 0.155 -0.360 0.219
C -0.461 1.301 2.368 -0.085 0.306 0.084
C -0.803 2.457 1.607 0.237 -0.184 0.159
F -1.374 2.278 0.399 0.004 -0.157 -0.237
C -0.541 3.723 2.045 0.047 0.092 0.045
F -0.880 4.755 1.298 -0.019 0.011 -0.034
C 0.105 3.925 3.263 -0.023 0.021 0.018
C 0.468 2.827 4.026 -0.043 0.152 0.017
F 1.105 2.997 5.167 0.017 -0.008 0.040
C 0.189 1.545 3.610 -0.112 -0.128 -0.139
F 0.598 0.522 4.345 0.030 -0.019 0.084
H 0.129 -3.878 0.182 -0.052 0.025 0.030
H 1.082 -2.418 0.544 -0.026 0.020 0.000
H 0.419 -2.663 -1.081 -0.023 0.049 0.002
H -2.371 -3.659 -0.089 -0.012 0.015 0.053
H -1.941 -2.610 -1.454 0.034 0.013 0.013
H -3.054 -2.026 -0.183 0.014 0.005 0.024
H -1.037 -3.203 2.206 -0.014 -0.055 -0.165
H -2.343 -2.034 1.989 -0.003 0.011 -0.010
H 0.583 -1.385 2.577 -0.005 0.028 -0.017
H -0.801 -1.122 3.621 -0.067 0.073 -0.053
H 0.331 4.928 3.602 -0.011 -0.013 0.003
C -2.048 0.426 -4.256 0.018 0.065 -0.065
C -0.816 0.325 -4.891 0.037 -0.010 0.020
C 0.337 0.176 -4.136 -0.022 0.053 -0.160
C 0.243 0.132 -2.758 -0.057 -0.011 -0.103
N -0.965 0.171 -2.155 -0.433 -0.827 -0.407
C -2.085 0.326 -2.886 0.097 0.020 0.071
C 1.355 0.101 -1.810 0.241 -0.027 -0.029
C 2.692 0.064 -2.181 0.057 0.131 -0.052
C 3.687 0.126 -1.216 0.072 -0.002 -0.089
C 3.349 0.234 0.120 -0.140 0.138 0.090
C 2.008 0.259 0.509 0.108 0.017 -0.134
C 1.016 0.168 -0.454 0.194 -0.608 0.128
H -2.962 0.577 -4.812 -0.003 -0.026 -0.005
H -0.752 0.374 -5.970 -0.007 -0.009 0.001
H 1.300 0.100 -4.620 -0.004 0.063 0.012
H -3.020 0.381 -2.343 0.006 -0.060 0.039
H 2.970 0.000 -3.225 -0.005 0.021 0.015
H 4.727 0.114 -1.511 -0.010 -0.057 -0.005
H 4.123 0.301 0.873 -0.011 0.015 0.004
H 1.776 0.358 1.556 0.014 -0.108 0.128
```
Forces are in eV/Å.

Properties
Molar mass (Da): 581.61
Charge: +2
2S+1: 2
HOMO energy (alpha / beta) (eV): -14.858 / -14.862
Energy (a.u.): -1479.08059
ΔE to the lowest compared entry with this formula, charge and spin (kcal per mole): 12.98
⟨S²⟩: 0.791
Kohn-Sham gap (alpha / beta) (Ha): 0.2737 / 0.2185



3.
DFT (ωB97M-V with the def2-TZVPD basis set) results for 2 unconnected molecules or ions with the total composition C2H2Cl3F3Si at a distorted geometry.

Structure (XYZ):
```
11
Properties=species:S:1:pos:R:3:forces:R:3
C 2.687 0.211 0.033 8.766 9.488 -3.078
C 1.924 -0.652 0.698 -5.122 -6.125 0.982
F -1.380 0.446 -0.626 0.734 -0.201 -0.096
F 2.711 0.403 -1.297 -1.207 -1.451 -0.274
F 2.042 -0.816 1.970 0.516 0.103 1.718
Si -2.936 0.207 -0.463 1.654 0.800 1.760
Cl -3.472 2.154 -0.621 -0.954 -0.373 -0.289
Cl -3.075 -0.409 1.503 -0.471 0.120 -0.768
Cl -3.227 -1.276 -1.732 -0.935 -0.356 -0.603
H 3.613 0.810 0.354 -1.752 -1.428 0.538
H 1.112 -1.080 0.181 -1.228 -0.577 0.110
```
Forces are in eV/Å.

Properties
Molar mass (Da): 217.48
2S+1: 3
HOMO energy (alpha / beta) (eV): -5.268 / -11.961
Energy (a.u.): -2047.06739
⟨S²⟩: 2.006
Kohn-Sham gap (alpha / beta) (Ha): 0.1896 / 0.3738



4.
DFT (ωB97M-V with the def2-TZVPD basis set) results for 15 unconnected molecules or ions with the total composition C2H37N2O14 at a distorted geometry.

Structure (XYZ):
```
55
Properties=species:S:1:pos:R:3:forces:R:3
C -0.717 0.289 -1.227 2.764 0.437 -0.510
N -1.989 0.653 -0.698 -0.656 3.116 -0.964
C -0.116 -1.022 -0.788 -2.519 -2.366 -3.085
N 0.158 -1.029 0.586 3.265 -2.881 2.476
H -0.017 1.087 -1.009 0.677 0.187 0.762
H -0.457 0.282 -2.301 -1.881 -0.062 -0.180
H -2.316 0.276 0.161 -0.036 -0.989 0.527
H -1.993 1.716 -0.510 -0.048 -2.252 -0.567
H 0.700 -1.323 -1.478 0.022 0.417 0.955
H -0.874 -1.850 -0.928 0.837 1.111 -0.239
H 1.148 -0.804 0.749 -1.018 1.080 0.260
H -0.488 -0.440 1.057 -0.731 1.527 1.428
H 0.182 -1.910 1.218 -0.606 1.090 -1.612
H -4.467 -0.351 -1.922 0.109 2.616 -0.618
H -3.517 0.772 -1.895 6.672 1.107 2.101
O -4.339 0.642 -2.144 -7.176 -3.840 -1.598
H 4.817 -0.812 1.012 -2.061 0.694 -0.594
H 4.192 0.209 -0.070 -0.797 -1.637 1.280
O 3.923 -0.472 0.669 2.772 0.969 -1.239
H 2.521 -0.989 1.687 1.362 0.413 1.281
H 2.150 -0.703 3.306 0.466 -0.103 -1.893
O 1.897 -1.069 2.420 -0.680 -0.591 1.111
H 0.640 -1.037 -4.859 -0.189 -0.743 -5.043
H -0.078 -1.538 -3.590 -2.767 -1.826 0.245
O 0.573 -1.032 -3.978 3.626 2.853 4.149
H 0.812 2.510 1.572 -1.390 -0.490 0.992
H -0.139 3.022 2.801 0.125 0.032 -0.566
O -0.045 2.337 2.117 1.661 2.188 -0.403
H -4.368 0.829 1.264 0.131 -0.460 0.933
H -3.538 0.232 2.615 -0.857 0.388 -2.616
O -3.670 0.235 1.603 -0.573 -0.003 1.246
H 2.950 0.723 -1.999 -2.060 -0.936 -2.741
H 3.769 1.998 -1.784 2.040 6.896 -3.647
O 3.502 1.239 -1.504 1.388 -5.922 7.198
H -2.539 -3.873 -0.353 -0.016 -0.674 -1.036
H -2.549 -2.566 0.003 -0.564 3.563 3.963
O -2.491 -3.002 -0.772 0.109 -3.080 -2.855
H -2.053 -2.265 -2.675 -0.097 -0.403 0.550
H -2.407 -1.739 -3.980 -3.379 1.486 -2.622
O -1.686 -2.004 -3.519 2.662 -1.576 2.435
H 2.757 2.338 0.268 -0.239 0.581 -0.422
H 2.577 0.958 0.763 -1.825 2.567 0.612
O 2.058 1.874 0.734 2.009 -2.678 -0.434
H 1.369 0.664 -3.717 -1.423 -1.988 -0.423
H 2.069 1.905 -4.067 0.009 -0.906 1.918
O 1.907 1.288 -3.279 0.556 2.840 -2.285
H -0.594 0.810 2.662 -1.854 0.261 -1.428
H -1.899 1.142 1.768 -1.345 3.298 -1.397
O -1.428 0.512 2.202 2.917 -4.814 3.493
H 1.122 1.472 3.296 3.660 0.522 0.045
H 2.378 2.374 3.225 1.267 5.260 -0.915
O 2.168 1.532 3.375 -4.099 -5.949 1.776
H -1.058 -0.820 3.936 -2.069 2.101 1.110
H -0.004 -1.797 4.349 0.756 -0.596 1.247
O -0.506 -1.476 3.630 1.096 -1.831 -2.161
```
Forces are in eV/Å.

Properties
Molar mass (Da): 313.32
Charge: +1
HOMO energy (eV): -12.026
Energy (a.u.): -1260.85524
ΔE to the lowest compared entry with this formula, charge and spin (kcal per mole): 121.42
Kohn-Sham gap (Ha): 0.3499



> Which formula does entry 2 have?

C21H19F4IrN3